Entry 1:
{"formula": "C22H32N2O5S", "method": "ωB97M-V with the def2-TZVPD basis set", "e_homo_ev": -8.91, "e_above_lowest_kj_mol": 1609.9, "lumo_ev": 0.150, "multiplicity": 1, "e_tot_ev": -47371.4023, "gap_ev": 9.06, "largest_force_ev_per_a": 19.65, "species": ["C", "C", "H", "C", "O", "N", "H", "C", "C", "C", "C", "C", "C", "C", "H", "H", "H", "H", "H", "H", "H", "H", "H", "H", "H", "H", "H", "O", "C", "O", "C", "C", "C", "C", "C", "C", "H", "H", "H", "S", "O", "O", "N", "C", "C", "C", "C", "C", "H", "H", "H", "H", "H", "H", "H", "H", "H", "H", "H", "H", "H", "H"], "xyz": [[-1.558, -3.111, -2.082], [-1.767, -2.746, -0.728], [-1.982, -3.537, -0.152], [-3.111, -1.860, -0.707], [-4.258, -2.467, -0.896], [-2.932, -0.607, -0.555], [-2.000, -0.360, -0.410], [-3.893, 0.543, -0.583], [-3.835, 1.521, -1.733], [-4.789, 2.551, -1.512], [-4.702, 3.539, -0.166], [-4.837, 2.464, 0.886], [-3.663, 1.077, 0.762], [-3.770, 0.383, 2.091], [-3.039, -0.495, 1.876], [-4.835, -0.223, 2.184], [-3.633, 0.669, 3.045], [-2.724, 1.662, 0.958], [-4.485, 3.013, 1.863], [-5.757, 1.964, 1.127], [-5.453, 4.109, -0.173], [-3.785, 3.926, -0.021], [-4.747, 3.406, -2.284], [-5.889, 2.205, -1.361], [-3.931, 1.118, -2.812], [-2.700, 1.963, -1.669], [-4.832, -0.170, -0.471], [-0.747, -1.902, -0.205], [-0.672, -2.188, 1.260], [-1.214, -2.881, 1.958], [0.533, -1.165, 1.550], [1.098, -0.390, 0.613], [2.152, 0.501, 1.244], [2.511, 0.272, 2.520], [1.900, -0.578, 3.404], [0.973, -1.141, 2.969], [0.469, -2.046, 3.410], [2.241, -0.546, 4.698], [3.281, 1.123, 2.897], [2.810, 1.715, 0.172], [3.562, 2.601, 0.977], [1.871, 1.932, -0.753], [4.088, 0.668, -0.522], [3.781, -0.527, -1.393], [4.934, -0.712, -2.340], [6.372, -1.190, -1.374], [6.598, -0.059, -0.392], [5.396, 0.266, 0.399], [5.452, 1.400, 0.858], [4.861, -0.358, 1.075], [6.844, 0.962, -1.076], [7.348, -0.156, 0.203], [7.283, -1.301, -2.063], [6.034, -2.090, -0.667], [5.426, 0.004, -2.786], [4.821, -1.522, -2.697], [2.983, -0.101, -2.113], [3.414, -1.251, -0.778], [0.859, -0.179, -0.271], [-0.628, -3.820, -1.914], [-1.289, -2.292, -2.822], [-2.437, -3.585, -2.517]], "mulliken_charge": [-1.4653, 0.2297, 0.6131, 0.7805, -0.7878, 0.0667, 0.1134, -0.1780, -0.1851, -0.6871, -1.1395, -0.9448, 0.2346, -1.3367, 0.0174, 0.2415, 0.5862, 0.0811, 0.3043, 0.4942, 0.5658, 0.4493, 0.2967, 0.2852, 0.2555, 0.1517, 0.2966, -0.5128, 0.2323, -0.4637, 0.4405, -1.0971, -0.1565, 0.3110, -0.6385, -0.7464, 0.2964, 0.1277, 0.2346, 1.2045, -0.7133, -0.6061, -0.1252, -0.3164, -1.8508, -0.6237, -0.8692, -0.5355, 0.2191, 0.5362, 0.2045, 0.5882, 0.3459, 0.2749, 0.6915, 0.6517, 0.2496, 0.7050, 1.6057, 0.2874, 0.2975, 0.4120]}

=====

Entry 2:
{"formula": "C22H33AsF14N4OS5Sb2TeTi", "method": "ωB97M-V with the def2-TZVPD basis set", "total_charge": -1, "e_homo_ev": [-5.17, -5.17], "e_above_lowest_kj_mol": 429.3, "lumo_ev": [0.758, -0.230], "multiplicity": 2, "e_tot_ev": -227905.6889, "gap_ev": [5.93, 4.94], "largest_force_ev_per_a": 6.72, "species": ["Ti", "C", "Sb", "C", "C", "C", "C", "C", "C", "C", "C", "C", "Sb", "C", "C", "H", "H", "H", "H", "H", "H", "H", "H", "H", "H", "H", "H", "H", "H", "H", "H", "H", "H", "H", "H", "F", "As", "F", "F", "F", "F", "F", "F", "C", "F", "F", "F", "Te", "F", "F", "F", "F", "O", "C", "S", "C", "C", "S", "S", "C", "S", "S", "H", "H", "H", "C", "C", "C", "C", "N", "C", "N", "N", "N", "H", "H", "H", "H", "H", "H", "H", "H", "H", "H"], "xyz": [[2.304, -0.802, -0.453], [2.134, -2.801, 3.895], [1.166, -1.217, 2.737], [1.540, 0.300, 4.267], [-1.011, -1.711, 3.264], [-1.889, -0.574, 3.010], [-1.851, 0.488, 3.922], [-2.612, 1.625, 3.768], [-3.481, 1.717, 2.688], [-3.569, 0.666, 1.803], [-2.781, -0.488, 1.914], [-2.987, -1.551, 0.932], [-1.945, -1.348, -1.110], [-3.077, -3.041, -1.924], [-3.385, 0.181, -1.797], [2.070, -2.576, 4.956], [3.174, -2.834, 3.567], [1.648, -3.747, 3.676], [1.158, -0.019, 5.227], [1.075, 1.230, 3.964], [2.613, 0.436, 4.323], [-0.917, -1.933, 4.320], [-1.226, -2.607, 2.695], [-1.202, 0.391, 4.780], [-2.551, 2.431, 4.485], [-4.096, 2.596, 2.549], [-4.293, 0.706, 1.003], [-4.019, -1.572, 0.590], [-2.682, -2.531, 1.274], [-4.139, -2.817, -1.927], [-2.863, -3.898, -1.294], [-2.734, -3.259, -2.929], [-4.311, -0.257, -2.144], [-2.944, 0.760, -2.596], [-3.589, 0.850, -0.975], [0.628, -1.959, 0.013], [0.834, -3.673, -0.363], [1.425, -3.888, 1.279], [-0.834, -3.791, 0.399], [0.750, -5.468, -0.487], [-0.043, -3.605, -1.873], [2.377, -3.814, -1.098], [2.286, 1.353, 1.681], [3.157, 0.489, 0.975], [3.782, -0.163, 2.025], [4.082, 1.349, 0.495], [5.404, -1.729, -0.611], [4.113, -1.877, -2.188], [3.589, -1.467, -4.129], [5.759, -1.203, -3.032], [3.002, -2.100, 0.488], [1.628, -1.699, -2.138], [3.558, -0.228, -1.657], [-2.222, -1.413, -5.206], [-0.730, -2.441, -4.950], [0.551, -1.281, -5.169], [0.692, -0.063, -4.537], [-0.336, 0.584, -3.376], [2.064, 0.895, -5.067], [2.620, -0.198, -6.300], [3.816, 0.162, -7.373], [1.765, -1.725, -6.321], [-3.011, -2.117, -5.450], [-2.057, -0.734, -6.036], [-2.463, -0.867, -4.299], [-0.766, 4.663, 1.740], [0.300, 4.891, 0.668], [1.701, 4.795, 1.266], [0.156, 3.949, -0.544], [0.255, 2.548, -0.255], [-0.532, 1.764, 0.499], [-0.137, 0.524, 0.415], [0.921, 0.534, -0.440], [1.179, 1.758, -0.851], [-0.740, 5.475, 2.464], [-0.590, 3.735, 2.280], [-1.764, 4.643, 1.304], [0.157, 5.899, 0.260], [1.960, 3.762, 1.472], [1.761, 5.354, 2.196], [2.440, 5.196, 0.577], [0.957, 4.163, -1.257], [-0.808, 4.128, -1.032], [-1.367, 2.084, 1.085]], "mulliken_charge": [-0.3835, -1.4390, 1.1045, -1.5938, -2.0590, 1.4203, -0.5481, -0.8805, -0.9895, -0.3017, 0.9958, -2.3472, 0.6484, -1.3377, -1.4151, 0.4120, 0.4300, 0.3609, 0.5501, 0.2649, 0.4426, 0.7069, 0.4804, 0.4157, 0.4421, 0.4166, 0.4494, 0.6696, 0.6834, 0.4356, 0.3852, 0.2526, 0.3474, 0.4206, 0.4515, -0.1356, 1.6158, -0.4613, -0.3897, -0.5169, -0.4375, -0.3024, -0.2035, 0.8670, -0.2445, -0.2810, -0.5530, 1.1616, -0.4560, -0.4542, -0.4353, -0.3282, -0.2310, -0.6464, -0.0451, -0.0128, -0.0085, -0.0898, -0.0027, 0.0819, -0.2147, -0.0940, 0.3935, 0.3881, -0.0330, -1.2710, 0.7904, -1.1866, -1.2034, 1.0733, -1.5778, 0.2403, 1.7544, -0.9665, 0.4769, 0.0854, 0.3537, 0.3517, 0.0597, 0.4133, 0.3845, 0.4247, 0.3763, 0.5983]}

=====

Entry 3:
{"formula": "C22H33B2BrF8N4O3Sn", "method": "ωB97M-V with the def2-TZVPD basis set", "total_charge": 2, "e_homo_ev": [-13.83, -13.80], "e_above_lowest_kj_mol": 10.0, "lumo_ev": [-7.854, -8.667], "multiplicity": 1, "e_tot_ev": -134416.1970, "gap_ev": [5.98, 5.13], "largest_force_ev_per_a": 0.19, "species": ["Sn", "C", "N", "C", "C", "C", "N", "C", "C", "H", "H", "H", "H", "H", "H", "H", "H", "H", "H", "H", "H", "H", "H", "H", "H", "C", "O", "C", "C", "C", "Br", "C", "C", "C", "O", "C", "N", "C", "C", "C", "C", "C", "C", "N", "H", "H", "H", "H", "H", "H", "H", "H", "H", "H", "H", "F", "B", "F", "F", "F", "F", "B", "F", "F", "F", "C", "C", "O", "H", "H", "H", "H", "H", "H"], "xyz": [[-0.884, -0.836, -0.071], [-5.155, -0.935, 2.507], [-4.056, -0.033, 2.743], [-2.896, -0.497, 3.456], [-4.288, 1.384, 2.531], [-3.105, 2.179, 1.993], [-2.646, 1.755, 0.676], [-1.478, 2.557, 0.310], [-3.686, 1.926, -0.339], [-5.969, -0.675, 3.196], [-4.847, -1.963, 2.664], [-5.518, -0.796, 1.488], [-3.106, -0.419, 4.532], [-2.027, 0.113, 3.228], [-2.717, -1.539, 3.210], [-4.554, 1.803, 3.512], [-5.166, 1.479, 1.896], [-2.263, 2.127, 2.685], [-3.433, 3.230, 1.986], [-1.727, 3.621, 0.203], [-1.084, 2.215, -0.652], [-0.697, 2.450, 1.060], [-4.051, 2.962, -0.375], [-4.521, 1.252, -0.171], [-3.271, 1.681, -1.317], [-1.992, -0.449, -3.574], [-0.830, -0.377, -2.720], [0.292, 0.223, -3.232], [0.373, 0.836, -4.466], [1.580, 1.409, -4.872], [1.680, 2.217, -6.564], [2.681, 1.397, -4.049], [2.595, 0.801, -2.781], [1.410, 0.175, -2.401], [1.243, -0.579, -1.270], [3.745, 0.895, -1.907], [5.019, 0.939, -2.367], [5.780, 1.038, -1.283], [7.204, 1.115, -1.187], [7.733, 1.240, 0.060], [6.899, 1.287, 1.214], [5.499, 1.205, 1.158], [4.970, 1.076, -0.094], [3.671, 0.967, -0.558], [-1.762, -1.036, -4.462], [-2.318, 0.554, -3.849], [-2.761, -0.947, -2.992], [-0.477, 0.868, -5.131], [3.611, 1.856, -4.354], [1.982, -0.591, -0.640], [7.809, 1.076, -2.081], [8.803, 1.307, 0.195], [7.370, 1.386, 2.184], [4.891, 1.239, 2.053], [2.836, 1.185, -0.005], [-2.155, -2.477, -1.127], [-3.387, -2.380, -0.284], [-2.868, -2.443, 1.038], [-3.845, -1.077, -0.505], [-4.252, -3.357, -0.580], [1.474, 1.426, 0.963], [1.385, 0.396, 1.956], [1.681, -0.825, 1.251], [2.262, 0.606, 2.965], [0.036, 0.297, 2.362], [0.311, -4.997, 1.475], [0.712, -3.547, 1.377], [-0.010, -2.906, 0.269], [0.845, -5.465, 2.301], [0.567, -5.541, 0.564], [-0.758, -5.099, 1.668], [1.770, -3.426, 1.166], [0.471, -2.994, 2.283], [-0.627, -3.544, -0.119]], "mulliken_charge": [2.2928, -0.9017, 0.5005, -0.4221, -0.8862, -1.2161, 1.0019, -1.2730, -1.1171, 0.4012, 0.3389, 0.3329, 0.3632, 0.0697, 0.2011, 0.3833, 0.5266, 0.4641, 0.4102, 0.4726, 0.1980, 0.3253, 0.3961, 0.2298, 0.1991, -1.1197, 0.1514, 0.5330, -0.3315, -0.6819, -0.1337, -0.9458, 0.6973, 0.3136, -0.7151, 0.3047, -0.6483, 0.4229, -0.6699, -0.5786, -0.4560, -0.6740, 0.6618, 0.4299, 0.4523, 0.4674, 0.0830, 0.6219, 0.6235, 0.2677, 0.5001, 0.4308, 0.4434, 0.5651, 0.1041, -0.5421, 0.4400, -0.4209, -0.2160, -0.1673, -0.5534, -0.1181, -0.4775, -0.2415, -0.0079, -1.5396, 0.0783, -0.5890, 0.4161, 0.4071, 0.4063, 0.2610, 0.1724, 0.2815]}

=====

Entry 4:
{"formula": "C22H33BBa2F4N2O10", "method": "ωB97M-V with the def2-TZVPD basis set", "total_charge": 2, "e_homo_ev": -13.11, "e_above_lowest_kj_mol": 319.9, "lumo_ev": -6.593, "multiplicity": 1, "e_tot_ev": -59724.0460, "gap_ev": 6.52, "largest_force_ev_per_a": 4.40, "species": ["Ba", "Ba", "B", "F", "F", "F", "F", "C", "C", "O", "O", "H", "H", "H", "C", "C", "C", "C", "C", "C", "N", "O", "O", "H", "H", "H", "H", "H", "C", "C", "C", "C", "C", "C", "N", "O", "O", "H", "H", "H", "H", "H", "C", "O", "C", "C", "O", "C", "H", "H", "H", "H", "H", "H", "H", "H", "H", "H", "C", "O", "C", "C", "O", "C", "H", "H", "H", "H", "H", "H", "H", "H", "H", "H"], "xyz": [[1.548, 4.641, 0.712], [-0.415, 1.390, 4.461], [2.415, 3.202, 3.743], [3.782, 2.926, 4.149], [1.920, 2.277, 2.884], [1.614, 3.049, 4.847], [2.148, 4.446, 3.216], [0.973, -0.201, 0.779], [0.011, 1.011, 1.126], [0.178, 2.201, 0.727], [-0.946, 0.762, 1.871], [1.862, 0.238, 0.326], [0.599, -0.913, 0.043], [1.286, -0.523, 1.772], [-1.995, -3.185, -3.295], [-3.143, -3.946, -3.081], [-3.356, -4.335, -1.761], [-2.525, -3.956, -0.659], [-1.407, -3.081, -0.946], [-1.151, -2.661, -2.246], [-2.815, -4.416, 0.668], [-3.668, -5.312, 0.734], [-2.064, -4.044, 1.593], [-1.928, -2.806, -4.304], [-3.860, -4.195, -3.849], [-4.230, -4.926, -1.531], [-0.760, -2.820, -0.122], [-0.299, -2.094, -2.590], [2.135, -3.154, -0.970], [2.929, -2.551, -0.037], [3.066, -3.020, 1.265], [2.369, -4.174, 1.600], [1.705, -4.929, 0.640], [1.514, -4.373, -0.649], [2.412, -4.826, 2.965], [1.755, -5.842, 3.187], [3.030, -4.243, 3.865], [2.020, -2.750, -1.966], [3.610, -1.773, -0.348], [3.791, -2.681, 1.990], [1.252, -5.882, 0.871], [0.815, -4.850, -1.320], [2.025, 2.881, -2.520], [3.007, 3.322, -1.553], [4.121, 2.467, -1.504], [5.068, 3.315, -0.706], [4.428, 4.014, 0.403], [5.364, 4.438, 1.445], [1.284, 3.668, -2.661], [1.449, 1.986, -2.285], [2.359, 2.769, -3.552], [4.384, 2.217, -2.532], [3.767, 1.543, -1.049], [5.448, 4.076, -1.387], [5.941, 2.741, -0.397], [5.816, 5.363, 1.087], [6.131, 3.781, 1.855], [4.720, 4.805, 2.244], [-6.476, 3.506, 0.588], [-5.452, 3.765, -0.300], [-5.425, 2.767, -1.374], [-4.997, 1.252, -1.047], [-3.709, 1.279, -0.488], [-3.449, -0.072, -0.260], [-5.971, 3.663, 1.541], [-6.953, 2.528, 0.507], [-7.282, 4.239, 0.548], [-4.881, 3.131, -2.245], [-6.378, 2.619, -1.882], [-4.740, 0.841, -2.023], [-5.826, 0.764, -0.535], [-3.696, -0.799, -1.033], [-3.844, -0.290, 0.733], [-2.413, -0.263, 0.023]], "mulliken_charge": [1.8506, 1.8391, 0.6197, -0.3493, -0.4169, -0.4633, -0.4363, 0.0220, 0.3764, -0.5927, -0.7816, 0.0196, 0.0926, 0.2133, -0.6901, -0.6560, -0.2563, -0.4479, 0.2840, -0.3759, 0.9565, -0.5738, -0.5954, 0.3360, 0.4640, 0.4720, 0.6633, 0.3889, -0.4617, -0.4356, -0.5566, 0.0219, -0.3227, -0.6273, 0.9586, -0.5449, -0.6021, 0.5378, 0.5209, 0.5629, 0.4852, 0.5021, -0.9200, -0.2239, -0.1915, -0.6617, -0.2294, -0.7770, 0.3362, 0.3247, 0.3568, 0.4179, -0.0203, 0.3357, 0.3998, 0.3733, 0.3359, 0.1831, -0.6527, -0.3613, -0.7933, -0.4391, -0.1972, -0.4394, 0.2063, 0.2948, 0.2733, 0.4076, 0.4621, 0.4099, 0.3323, 0.4217, 0.3135, -0.2790]}